This record from the OMol25 dataset describes a structure of composition C5H12NO2PS. The level of theory is ωB97M-V/def2-TZVPD.

Properties
HOMO level in eV: -8.77
Largest force on an atom in hartree/bohr: 0.1192
Calculated total energy in eV: -31086.9612
LUMO in eV: 0.664
Energy relative to the best compared isomer or geometry (same formula, charge and spin) in kcal/mol: 86.1

Each line ends with the Mulliken charge.
Element x y z (Å)
1 C 0.22916 0.76278 -1.87697  -0.6275
2 C -0.08904 1.21835 -0.57144  -0.2231
3 C 0.57145 -1.26188 0.00722  0.8480
4 C 0.33717 -2.71724 -0.15628  -1.8875
5 C 1.43021 -0.79902 1.25206  -0.8751
6 N -0.64693 -0.49144 0.24934  -0.7072
7 O -1.30649 1.97632 1.73128  -0.4331
8 O -1.51196 3.48508 -0.23863  -0.4653
9 P -1.75929 1.90435 0.15414  0.2236
10 S 1.31522 -0.72152 -1.64403  -0.1485
11 H -0.60759 0.56283 -2.38560  0.4870
12 H 0.81978 1.58277 -2.28173  0.3779
13 H 0.78057 1.29267 0.09300  0.3889
14 H -0.29922 -2.84948 -1.01830  0.4181
15 H -0.10453 -3.14747 0.69465  0.4296
16 H 1.17796 -3.24011 -0.30788  0.5155
17 H 1.51278 0.33409 1.04479  0.1493
18 H 2.39572 -1.39308 1.35557  0.3181
19 H 0.86488 -0.92175 2.21992  0.2807
20 H -1.39397 1.16011 2.10153  0.3014
21 H -1.45432 -0.75517 -0.39064  0.3018
22 H -2.26156 4.01883 -0.03197  0.3274